# 1
{"formula": "C6H9N2O2", "method": "ωB97M-V/def2-TZVPD", "elements": ["O", "O", "N", "N", "C", "C", "C", "C", "C", "C", "H", "H", "H", "H", "H", "H", "H", "H", "H"], "xyz": [[0.360, 1.670, -1.487], [-1.239, 0.450, -2.308], [0.388, 0.376, 0.939], [-0.751, -0.652, 2.589], [0.171, -1.639, 2.011], [-0.563, 2.458, -3.468], [-0.595, 0.492, 1.860], [0.670, -2.859, 2.572], [0.757, -0.972, 0.860], [-0.484, 1.363, -2.366], [-0.752, 1.848, -4.384], [-1.412, 3.187, -3.267], [0.479, -2.973, 3.672], [1.226, -1.538, 0.190], [1.773, -2.945, 2.548], [0.585, 1.083, -0.491], [0.181, -3.828, 2.193], [-1.240, 1.460, 1.925], [0.444, 3.017, -3.588]], "total_energy_ha": -494.027862, "charge": -1, "de_lowest_ev": 2.580}

# 2
{"formula": "C6H9N2O2", "method": "ωB97M-V/def2-TZVPD", "elements": ["O", "O", "N", "N", "C", "C", "C", "C", "C", "C", "H", "H", "H", "H", "H", "H", "H", "H", "H"], "xyz": [[-2.691, -1.768, 0.325], [-4.785, -2.683, 0.438], [1.224, 0.264, 1.867], [0.578, 0.625, -0.254], [-3.742, -2.234, 0.383], [1.014, -0.748, -0.090], [-0.834, 0.721, -0.682], [1.393, -0.922, 1.177], [0.707, 1.288, 1.043], [1.456, 1.367, -1.188], [2.492, 1.281, -0.864], [1.781, -1.800, 1.657], [-1.450, 0.072, -0.062], [-1.169, 1.752, -0.576], [1.353, 0.958, -2.190], [0.994, -1.427, -0.918], [1.431, 0.425, 2.842], [-0.924, 0.410, -1.722], [1.172, 2.419, -1.187]], "total_energy_ha": -493.708552, "charge": 1, "de_lowest_ev": 2.550}

# 3
{"formula": "C6H9N2O2S", "method": "ωB97M-V/def2-TZVPD", "elements": ["S", "O", "O", "N", "N", "C", "C", "C", "C", "C", "C", "H", "H", "H", "H", "H", "H", "H", "H", "H"], "xyz": [[1.990, 1.505, -0.215], [-0.578, 2.336, -0.482], [0.846, -2.108, 0.496], [-1.549, -0.226, 0.246], [-0.232, 0.204, 0.241], [-2.413, 0.672, 0.992], [-2.272, -0.447, -1.021], [1.239, -1.035, 0.192], [3.669, -0.761, 0.001], [2.225, -0.263, -0.058], [0.155, 1.403, -0.148], [-1.887, 1.302, 1.742], [4.021, -0.586, 0.957], [-2.779, 0.408, -1.283], [-2.884, -1.210, -0.735], [-2.851, 1.353, 0.346], [4.242, -0.263, -0.796], [-1.468, -0.765, -1.717], [3.725, -1.809, -0.442], [-3.200, 0.288, 1.684]], "total_energy_ha": -892.157112, "charge": -1, "de_lowest_ev": 1.577}

# 4
{"formula": "C6H9N2O2S", "method": "ωB97M-V/def2-TZVPD", "elements": ["S", "O", "O", "N", "N", "C", "C", "C", "C", "C", "C", "H", "H", "H", "H", "H", "H", "H", "H", "H"], "xyz": [[-2.608, 0.354, 0.204], [1.518, -0.997, 1.506], [-1.506, -2.694, -0.642], [1.410, 0.127, -0.576], [0.656, -2.096, -0.426], [-0.528, 2.029, -0.167], [-1.025, -0.376, -0.237], [-0.804, -1.791, -0.444], [1.637, -1.268, 0.150], [-0.036, 0.606, -0.313], [-1.805, 1.962, 0.602], [2.715, -1.658, -0.131], [-2.568, 2.706, 0.188], [0.749, -1.437, 1.905], [2.183, 0.533, -0.223], [0.166, 2.662, 0.389], [-0.773, 2.450, -1.119], [-1.516, 1.978, 1.656], [1.353, 0.037, -1.612], [0.781, -3.129, -0.711]], "total_energy_ha": -891.901270, "smiles": "O=C1N[C@H](O)[NH2+]C2=C1SCC2", "charge": 1, "de_lowest_ev": 0.350}

# 5
{"formula": "C6H9N2O6", "method": "ωB97M-V/def2-TZVPD", "elements": ["O", "O", "O", "O", "O", "O", "N", "N", "C", "C", "C", "C", "C", "C", "H", "H", "H", "H", "H", "H", "H", "H", "H"], "xyz": [[2.893, -1.312, -0.786], [0.579, 2.093, 2.245], [-0.220, -2.505, -0.015], [-2.428, 0.221, 0.780], [1.486, -0.624, 1.337], [-0.885, -1.530, 1.870], [0.403, 1.182, 0.093], [-1.845, -0.766, -0.032], [-1.233, -0.183, -1.249], [2.040, -0.299, -0.916], [-0.993, -1.707, 0.589], [-0.458, 1.093, -0.992], [1.309, 0.050, 0.201], [0.096, 2.000, 1.103], [2.117, 0.253, -1.864], [2.767, -1.701, 0.023], [-0.551, -0.977, -1.688], [0.115, 1.099, -1.870], [0.612, -1.037, 1.631], [-2.098, -0.021, -1.906], [-1.129, 1.899, -0.897], [-0.727, 2.611, 0.727], [-1.851, 0.162, 1.615]], "total_energy_ha": -794.979287, "smiles": "O=CN(CCN(O)C(=O)[O-])/C(O)=C/O", "charge": -1, "de_lowest_ev": 0.178}

# 6
{"formula": "C6H9N2OS", "method": "ωB97M-V/def2-TZVPD", "elements": ["S", "O", "N", "N", "C", "C", "C", "C", "C", "C", "H", "H", "H", "H", "H", "H", "H", "H", "H"], "xyz": [[-0.213, 1.947, 1.298], [0.581, 3.767, -0.467], [0.431, 0.399, -0.667], [-0.179, -0.362, 0.239], [-0.321, -1.758, 0.099], [0.526, 1.594, -0.290], [1.912, 2.729, -2.138], [-0.495, 0.291, 1.385], [-1.223, -0.414, 2.481], [1.085, 2.764, -0.897], [1.027, 2.783, -2.820], [0.242, -2.209, 0.848], [0.310, -2.088, -0.740], [2.462, 1.823, -2.337], [-1.993, 0.180, 2.904], [-1.594, -1.274, 1.983], [-1.345, -2.214, 0.089], [2.481, 3.662, -2.245], [-0.535, -0.763, 3.314]], "total_energy_ha": -816.673758, "charge": 1, "de_lowest_ev": 0.058}

# 7
{"formula": "C6H9N2S", "method": "ωB97M-V/def2-TZVPD", "elements": ["S", "N", "N", "C", "C", "C", "C", "C", "C", "H", "H", "H", "H", "H", "H", "H", "H", "H"], "xyz": [[-0.690, 2.350, -1.603], [-2.650, 0.812, 0.023], [0.429, -0.254, 1.473], [0.609, 2.117, -2.688], [1.136, 0.864, -2.556], [0.520, 0.135, -1.591], [-1.496, 0.327, 0.052], [-0.901, -0.752, 1.047], [-0.464, 0.835, -0.874], [0.911, 2.916, -3.318], [-0.822, -1.742, 0.535], [1.057, -0.549, 0.575], [0.549, -0.958, -1.653], [1.666, 0.269, -3.332], [0.217, 0.743, 1.612], [-1.655, -0.703, 1.884], [-3.437, 0.527, 0.550], [0.714, -0.772, 2.398]], "total_energy_ha": -741.407318, "smiles": "[H]/N=C(\\C[NH3+])c1cccs1", "charge": 1, "de_lowest_ev": 1.461}

# 8
{"formula": "C6H9N2S", "method": "ωB97M-V/def2-TZVPD", "elements": ["S", "N", "N", "C", "C", "C", "C", "C", "C", "H", "H", "H", "H", "H", "H", "H", "H", "H"], "xyz": [[-1.886, -0.894, -2.201], [0.473, -0.326, 1.822], [-1.198, -1.411, 0.469], [1.294, -0.293, 2.972], [1.403, 1.279, -1.769], [-0.424, -0.815, 1.210], [-0.058, 1.325, -2.103], [-2.360, -1.416, -0.155], [-0.903, 0.303, -2.172], [1.019, 0.518, 3.496], [2.346, -0.250, 2.507], [-2.793, -2.283, -0.565], [-3.130, -0.720, -0.058], [-0.294, 2.333, -2.201], [1.934, 2.268, -2.045], [1.062, -1.105, 3.769], [1.515, 1.105, -0.765], [1.998, 0.381, -2.213]], "total_energy_ha": -741.307042, "charge": 1, "de_lowest_ev": 4.189}

# 9
{"formula": "C6H9N2S", "method": "ωB97M-V/def2-TZVPD", "elements": ["S", "N", "N", "C", "C", "C", "C", "C", "C", "H", "H", "H", "H", "H", "H", "H", "H", "H"], "xyz": [[-2.939, -0.323, 0.143], [1.465, -1.210, 0.651], [-0.285, 1.008, -0.699], [1.035, -1.021, -0.734], [1.185, 0.174, 1.050], [-0.366, -0.461, -0.957], [-1.207, -0.705, 0.307], [-0.173, 0.735, 0.764], [2.049, -0.132, -0.117], [3.084, 0.043, -0.326], [1.354, -1.803, -1.411], [-0.982, -1.585, 0.892], [-1.162, 1.483, -0.939], [-3.300, -0.713, 1.361], [0.517, 1.504, -1.110], [-0.795, -0.735, -1.921], [1.635, 0.457, 1.992], [-0.555, 1.492, 1.435]], "s_squared": 2.0068, "total_energy_ha": -741.165121, "multiplicity": 3, "charge": 1, "de_lowest_ev": 3.770}

# 10
{"formula": "C6H9N3", "method": "ωB97M-V/def2-TZVPD", "elements": ["N", "N", "N", "C", "C", "C", "C", "C", "C", "H", "H", "H", "H", "H", "H", "H", "H", "H"], "xyz": [[0.772, 0.537, 0.155], [2.186, 0.739, 0.066], [-1.387, -0.446, -0.460], [-0.175, -0.164, -0.652], [-1.998, -0.305, 0.908], [2.725, 1.035, -1.225], [-3.454, -0.252, 1.018], [-4.692, -0.291, 1.145], [3.016, -0.256, -0.623], [0.271, -0.503, -1.651], [-1.825, 0.756, 1.519], [-5.927, 0.034, 0.648], [2.324, -1.020, -1.105], [0.507, -0.911, 1.685], [2.152, 0.845, -2.259], [3.751, -0.685, 0.194], [3.450, 1.908, -0.882], [-1.695, -1.020, 1.520]], "total_energy_ha": -397.806866, "charge": 0, "de_lowest_ev": 12.751}

> What is the formula in the second record?

C6H9N2O2